Computed, not measured: a 7-piece molecular cluster, C40H36F7IO2 overall at a distorted geometry, with the ωB97M-V functional and the def2-TZVPD basis.

Properties
frontier orbital gap	8.5	eV
E_HOMO	-8.9087	eV
2S+1	1
SMILES	C[C@H](F)COC(=O)I.Fc1ccccc1.Fc1ccccc1.Fc1ccccc1.Fc1ccccc1.Fc1ccccc1.Fc1ccccc1

Last column: Mulliken charge in e.
Cartesian coordinates (Å):
C (2.90829, -0.35137, 5.52949)  -1.007
C (4.08800, -1.16501, 4.84458)  0.298
F (5.29999, -0.39733, 4.88344)  -0.331
C (3.78244, -1.68974, 3.36697)  -0.247
O (4.54235, -0.99901, 2.31214)  -0.252
C (3.83213, -1.37969, 1.10313)  0.340
O (3.04755, -0.61529, 0.53181)  -0.481
I (4.15176, -3.36569, 0.22100)  0.074
H (2.06431, -1.06050, 5.85428)  0.338
H (3.31338, 0.09239, 6.51139)  0.354
H (2.52550, 0.52741, 4.92149)  0.114
H (4.28390, -2.09427, 5.48747)  0.225
H (4.10798, -2.79233, 3.31878)  0.198
H (2.68694, -1.65410, 3.07527)  0.248
F (7.55374, 4.92969, -1.03208)  -0.322
C (6.88389, 3.94686, -0.40701)  0.233
C (6.99765, 3.81357, 0.96754)  -0.361
C (6.30011, 2.79921, 1.61501)  -0.569
C (5.50580, 1.92375, 0.87938)  -0.051
C (5.40355, 2.06448, -0.50116)  -0.263
C (6.09186, 3.08530, -1.14839)  -0.433
H (7.62712, 4.49939, 1.52226)  0.410
H (6.37552, 2.69027, 2.69136)  0.418
H (4.96542, 1.12637, 1.38187)  0.137
H (4.78760, 1.37892, -1.07330)  0.423
H (6.01691, 3.21527, -2.22155)  0.409
F (1.64333, -3.53335, 2.64889)  -0.288
C (0.46970, -3.51668, 1.99459)  0.781
C (0.43699, -3.13838, 0.66149)  -0.124
C (-0.77976, -3.13054, -0.01309)  -0.356
C (-1.94750, -3.48865, 0.65481)  -0.543
C (-1.90129, -3.86080, 1.99395)  -0.678
C (-0.68514, -3.88083, 2.66702)  -0.554
H (1.35504, -2.85199, 0.15090)  -0.046
H (-0.81822, -2.84468, -1.05748)  0.512
H (-2.89564, -3.47716, 0.12795)  0.467
H (-2.81241, -4.13571, 2.51379)  0.373
H (-0.62895, -4.17728, 3.70789)  0.438
F (-4.02327, -0.97370, 0.05522)  -0.446
C (-3.78745, -0.69296, -1.23620)  0.189
C (-2.54850, -0.19562, -1.60962)  -0.338
C (-2.30324, 0.09079, -2.94841)  -0.270
C (-3.30277, -0.11334, -3.89637)  -0.882
C (-4.54419, -0.60824, -3.50896)  -0.341
C (-4.78692, -0.90515, -2.17230)  -0.437
H (-1.78582, -0.03566, -0.85615)  0.695
H (-1.33508, 0.47294, -3.25279)  0.472
H (-3.11178, 0.11445, -4.94011)  0.486
H (-5.32281, -0.76279, -4.24789)  0.449
H (-5.74469, -1.29929, -1.85402)  0.465
F (-8.83015, 3.41444, 1.07883)  -0.316
C (-7.66146, 3.31989, 0.42486)  0.319
C (-7.40030, 4.18078, -0.62899)  -0.382
C (-6.18757, 4.08597, -1.30312)  -0.380
C (-5.25490, 3.12466, -0.92250)  -0.503
C (-5.53064, 2.26242, 0.13436)  -0.294
C (-6.73844, 2.36355, 0.81608)  -0.501
H (-8.14173, 4.91702, -0.91602)  0.403
H (-5.96958, 4.75964, -2.12440)  0.367
H (-4.31066, 3.04842, -1.45198)  0.412
H (-4.80479, 1.51163, 0.42684)  0.424
H (-6.96636, 1.70636, 1.64683)  0.420
F (3.02556, 2.19177, 3.66991)  -0.303
C (2.17443, 2.70740, 2.76839)  0.082
C (1.65082, 3.97338, 2.97670)  -0.498
C (0.77524, 4.51205, 2.04072)  -0.425
C (0.42595, 3.77471, 0.91303)  -0.595
C (0.95505, 2.50241, 0.71773)  -0.800
C (1.83893, 1.96562, 1.64792)  0.451
H (1.92895, 4.52929, 3.86448)  0.436
H (0.36549, 5.50487, 2.18966)  0.373
H (-0.26054, 4.19419, 0.18483)  0.406
H (0.67871, 1.92763, -0.15971)  0.517
H (2.26637, 0.97600, 1.50181)  0.450
F (-2.08502, -4.21964, -2.51070)  -0.248
C (-1.54503, -4.15381, -3.73875)  0.048
C (-0.59238, -5.08718, -4.11437)  -0.357
C (-0.03759, -5.02077, -5.38809)  -0.507
C (-0.43406, -4.01564, -6.26664)  -0.453
C (-1.38810, -3.08098, -5.87532)  -0.573
C (-1.95109, -3.15351, -4.60601)  0.131
H (-0.29057, -5.85708, -3.41395)  0.449
H (0.70307, -5.75052, -5.69567)  0.371
H (0.00254, -3.96203, -7.25845)  0.372
H (-1.69300, -2.29597, -6.55894)  0.373
H (-2.70048, -2.44089, -4.28764)  0.404


Computed, not measured: C40H36N4O7PdS4 as an isolated structure at a distorted geometry, with the ωB97M-V functional and the def2-TZVPD basis.

Properties
frontier orbital gap (alpha / beta)	6.6 / 6.7	eV
E_HOMO (alpha / beta)	-2.7875 / -2.7906	eV
2S+1	1
total charge	-2

Last column: Mulliken charge in e.
Cartesian coordinates (Å):
Pd (-1.21774, 1.85810, -1.05295)  -0.979
C (6.19384, 0.10243, 0.11135)  -1.691
C (4.93805, 0.48817, -0.63005)  1.000
C (5.00471, 0.94246, -1.94269)  -0.720
C (3.85443, 1.31101, -2.62786)  -0.730
C (2.62375, 1.21181, -1.99805)  -0.456
C (2.53700, 0.76624, -0.68747)  -0.102
C (3.69269, 0.40960, -0.01348)  -0.590
S (1.12349, 1.74502, -2.80440)  1.475
O (0.28125, 0.56420, -2.89016)  -0.608
O (1.54323, 2.33151, -4.05724)  -0.865
N (0.48087, 2.74708, -1.77207)  0.506
C (0.88129, 4.15712, -1.85546)  -0.687
C (-0.10614, 5.25220, -1.38121)  -0.071
O (0.30640, 6.40463, -1.59750)  -0.840
O (-1.18030, 4.89333, -0.85474)  -0.523
H (6.85133, 0.96475, 0.24641)  0.335
H (6.75655, -0.65654, -0.43749)  0.372
H (5.95855, -0.29918, 1.09726)  0.341
H (5.97109, 1.01576, -2.43234)  0.364
H (3.89077, 1.68060, -3.64431)  0.524
H (1.56915, 0.71181, -0.19860)  0.048
H (3.62318, 0.06406, 1.01246)  0.407
H (1.10983, 4.41550, -2.88852)  0.445
H (1.79064, 4.31075, -1.26235)  0.287
O (-0.46314, 1.09255, 0.67372)  2.010
C (-0.85054, 1.31620, 1.98511)  3.509
C (-0.82347, -0.07611, 2.61690)  -0.365
C (-1.59977, -1.13252, 2.24613)  -1.388
C (-1.29395, -2.32782, 2.95120)  -0.689
C (-0.28624, -2.15515, 3.85217)  -0.402
S (0.28893, -0.54147, 3.84462)  -0.173
C (0.12539, 2.24742, 2.71926)  -0.708
C (0.12983, 2.70185, 4.00552)  -0.233
C (1.20486, 3.59440, 4.27169)  -0.881
C (1.98347, 3.80351, 3.17229)  -0.618
S (1.42016, 2.91969, 1.82194)  0.188
C (-2.23874, 1.93761, 2.17814)  -0.808
C (-2.66814, 3.12690, 1.68334)  -0.495
C (-3.95090, 3.49848, 2.17305)  -0.826
C (-4.46341, 2.59614, 3.05400)  -0.459
S (-3.40003, 1.27181, 3.27170)  -0.071
H (-2.34436, -1.04921, 1.46710)  0.577
H (-1.79810, -3.26946, 2.77886)  0.398
H (0.15061, -2.88264, 4.51849)  0.452
H (-0.62253, 2.41894, 4.73028)  0.542
H (1.37562, 4.06551, 5.23094)  0.386
H (2.84477, 4.44762, 3.08915)  0.439
H (-2.08124, 3.74651, 1.01590)  0.598
H (-4.45747, 4.40714, 1.87647)  0.408
H (-5.41075, 2.61954, 3.57034)  0.420
N (-4.39316, 1.59759, -2.77521)  -0.030
C (-4.55022, 2.79219, -2.10405)  -0.747
C (-3.35376, 3.42182, -2.14727)  -0.166
N (-2.43694, 2.62001, -2.82166)  -0.337
C (-3.10798, 1.52819, -3.14780)  -0.424
H (-4.89955, 0.73267, -2.51937)  0.357
H (-5.48193, 3.06187, -1.63885)  0.437
H (-3.04964, 4.37842, -1.75693)  0.507
H (-2.68433, 0.68406, -3.66696)  0.547
C (3.33889, -4.23077, 0.90462)  -1.758
C (2.59869, -3.74400, -0.31588)  0.939
C (3.16852, -3.90238, -1.57378)  -0.930
C (2.51992, -3.44208, -2.71099)  -0.999
C (1.27114, -2.85984, -2.59632)  -0.807
C (0.67456, -2.72402, -1.34729)  -0.058
N (-0.62942, -2.18272, -1.25852)  0.615
C (-1.68959, -2.96745, -0.89111)  2.000
C (-1.49181, -4.36014, -0.75751)  -1.327
C (-2.51169, -5.21008, -0.38553)  -0.559
C (-3.79078, -4.72108, -0.16928)  -0.927
C (-4.01438, -3.37061, -0.36888)  -0.755
C (-3.00646, -2.47539, -0.72193)  0.154
C (-3.46038, -1.03531, -0.92434)  0.060
O (-4.68908, -0.91406, -1.15994)  -0.946
O (-2.63936, -0.08411, -0.81658)  0.095
C (1.34955, -3.12140, -0.18935)  1.190
C (0.74083, -2.84888, 1.15867)  -1.019
H (4.20103, -4.83205, 0.61275)  0.405
H (2.69667, -4.84033, 1.54377)  0.329
H (3.69919, -3.40035, 1.51283)  0.324
H (4.14147, -4.37541, -1.65795)  0.325
H (2.98790, -3.53754, -3.68337)  0.365
H (0.73847, -2.49271, -3.46345)  0.457
H (-0.80165, -1.22631, -1.54641)  -0.515
H (-0.50991, -4.76496, -0.96438)  0.408
H (-2.30518, -6.27068, -0.28739)  0.402
H (-4.59721, -5.37791, 0.13308)  0.348
H (-5.00617, -2.95372, -0.25578)  0.456
H (0.13192, -1.94418, 1.11968)  -0.602
H (1.50711, -2.71132, 1.92080)  0.741
H (0.08593, -3.66493, 1.48095)  0.392


Q: Which energy relative to the best compared isomer or geometry (same formula, charge and spin) values were calculated for the entries above? A: 25.8, 0.0, in kcal per mole.